Entry 1:
The following is a DFT calculation (ωB97M-V with the def2-TZVPD basis set) of one molecule with the formula C4H8O2.

```
! RIJCOSX wB97M-V def2-TZVPD def2/J DEFGRID3
* xyz 0 1
C -2.28 0.40 -0.22
O -0.97 0.00 -0.50
C -0.09 0.00 0.59
C 1.13 -0.74 0.11
C 2.22 0.00 -0.53
O 2.34 -0.50 0.79
H -2.76 -0.25 0.52
H -2.33 1.44 0.14
H -2.83 0.32 -1.17
H -0.53 -0.51 1.47
H 0.18 1.02 0.91
H 0.94 -1.77 -0.20
H 2.14 1.08 -0.62
H 2.83 -0.49 -1.28
*
```

Output
highest occupied orbital energy: -10.1 eV
E: -307.6183 hartree
energy relative to the best compared isomer or geometry (same formula, charge and spin): 247.2 kJ/mol
orbital gap: 11.1837 eV
SMILES: COC[C@H]1CO1

=====

Entry 2:
The following is a DFT calculation (ωB97M-V with the def2-TZVPD basis set) of C31H64N14O13Sn as an isolated structure.

```
! RIJCOSX wB97M-V def2-TZVPD def2/J DEFGRID3
* xyz 0 1
Sn -0.32 -0.88 -0.42
N 2.55 -0.26 0.51
O 3.73 -0.18 0.93
O 1.96 0.72 -0.03
O 1.84 -1.29 0.62
N -2.00 -0.76 1.89
O -0.77 -0.24 1.80
O -2.32 -1.54 0.98
O -2.60 -0.58 2.90
C 0.36 3.71 -0.58
C 0.79 4.98 -1.09
N 1.16 5.98 -1.57
H -0.54 3.83 0.04
H 1.07 3.20 0.01
H 0.19 3.08 -1.51
C 2.31 -2.32 4.69
C 2.75 -3.68 4.55
N 3.06 -4.78 4.35
H 2.91 -1.82 5.45
H 1.23 -2.39 4.99
H 2.41 -1.72 3.74
C 1.35 0.90 3.65
C 0.42 0.26 4.61
N -0.26 -0.21 5.39
H 1.08 0.76 2.62
H 2.35 0.48 3.79
H 1.44 2.02 3.86
C -2.90 2.59 2.76
C -4.07 2.88 1.89
N -5.04 3.07 1.30
H -2.39 1.69 2.45
H -3.27 2.47 3.78
H -2.28 3.52 2.69
C -2.77 -2.36 5.52
C -2.24 -3.31 4.60
N -1.81 -4.10 3.89
H -2.06 -1.51 5.65
H -2.95 -2.81 6.45
H -3.74 -2.01 5.13
C 0.09 -3.78 0.91
O -0.25 -3.08 -0.09
N 0.02 -5.08 1.05
C 0.61 -5.70 2.19
C -0.83 -5.94 0.12
H 0.54 -3.30 1.85
H 1.28 -5.00 2.68
H 1.17 -6.62 1.93
H -0.13 -5.98 2.93
H -0.18 -6.62 -0.46
H -1.41 -6.52 0.85
H -1.49 -5.26 -0.38
C 4.30 3.93 0.07
O 4.35 4.69 1.02
N 4.56 4.30 -1.23
C 4.46 3.31 -2.29
C 4.84 5.64 -1.57
H 4.01 2.90 0.15
H 5.44 3.17 -2.73
H 3.74 3.51 -3.09
H 4.18 2.43 -1.74
H 4.42 6.42 -0.94
H 5.92 5.80 -1.52
H 4.48 5.83 -2.56
C -1.89 -4.63 -3.08
O -1.10 -5.29 -3.74
N -3.23 -4.53 -3.30
C -4.02 -3.52 -2.73
C -3.72 -5.33 -4.45
H -1.66 -4.12 -2.06
H -4.81 -3.80 -2.03
H -4.48 -2.90 -3.47
H -3.33 -2.91 -2.13
H -3.32 -4.94 -5.44
H -3.59 -6.39 -4.24
H -4.78 -5.19 -4.47
C -3.06 1.01 -0.88
O -1.96 1.15 -0.41
N -3.82 2.00 -1.38
C -3.32 3.31 -1.50
C -5.11 1.82 -1.96
H -3.51 0.04 -0.85
H -3.35 3.54 -2.58
H -2.32 3.54 -1.09
H -4.08 4.02 -0.98
H -5.48 0.79 -1.69
H -5.76 2.65 -1.70
H -5.08 1.87 -3.05
C 2.41 -2.51 -1.76
O 1.47 -2.20 -2.45
N 2.73 -3.77 -1.36
C 3.58 -4.02 -0.17
C 1.87 -4.88 -1.73
H 3.20 -1.76 -1.45
H 3.03 -4.47 0.64
H 3.91 -3.04 0.18
H 4.41 -4.74 -0.37
H 0.87 -4.67 -1.44
H 1.88 -5.00 -2.82
H 2.16 -5.83 -1.32
C -1.44 -0.93 -3.95
O -2.41 -0.70 -3.22
N -0.75 0.00 -4.55
C -1.05 1.41 -4.48
C 0.43 -0.30 -5.38
H -1.18 -1.92 -4.23
H -1.29 1.99 -5.43
H -0.15 1.84 -4.06
H -1.85 1.49 -3.76
H 0.52 -1.39 -5.45
H 0.20 0.16 -6.31
H 1.36 0.23 -4.99
C 0.08 6.58 2.09
O -0.71 5.67 2.27
N 1.33 6.49 2.65
C 2.36 7.43 2.24
C 1.75 5.14 3.05
H -0.07 7.46 1.42
H 3.16 7.56 2.96
H 1.85 8.36 2.16
H 2.77 7.20 1.25
H 2.84 5.07 2.98
H 1.55 5.02 4.11
H 1.23 4.42 2.45
*
```

Output
highest occupied orbital energy: -9.1 eV
E: -3178.3785 hartree
orbital gap: 9.4763 eV

=====

Entry 3:
The following is a DFT calculation (ωB97M-V with the def2-TZVPD basis set) of C30H20F5N4Pb as an isolated structure.

```
! RIJCOSX wB97M-V def2-TZVPD def2/J DEFGRID3
* xyz -1 1
Pb -0.64 0.68 -0.89
N 5.72 -0.46 7.69
C 5.03 -0.37 6.77
C 4.16 -0.26 5.65
C 3.32 -1.33 5.32
C 2.46 -1.23 4.24
C 2.43 -0.07 3.46
C 3.28 0.99 3.79
C 4.14 0.90 4.87
C 1.49 0.05 2.31
C 1.95 -0.49 1.11
C 3.17 -1.23 0.98
C 3.33 -1.52 -0.35
C 2.23 -0.94 -1.01
N 1.40 -0.34 -0.16
C 0.30 0.71 2.61
C -0.02 1.35 3.85
C -1.31 1.81 3.73
C -1.73 1.42 2.43
N -0.80 0.78 1.77
H 3.34 -2.23 5.92
H 1.81 -2.05 3.98
H 3.26 1.88 3.18
H 4.79 1.72 5.12
H 3.82 -1.51 1.80
H 4.13 -2.07 -0.82
H 2.05 -0.91 -2.07
H 0.64 1.46 4.70
H -1.89 2.35 4.46
H -2.70 1.60 1.98
N -2.18 1.54 -3.08
C -3.44 0.97 -2.96
C -4.56 1.77 -2.76
C -5.82 1.22 -2.64
C -5.98 -0.15 -2.72
C -4.86 -0.96 -2.87
C -3.57 -0.43 -2.97
C -2.41 -1.37 -3.04
C -2.54 -2.44 -3.93
C -1.64 -3.49 -3.94
C -0.61 -3.50 -3.02
C -0.45 -2.41 -2.17
C -1.30 -1.30 -2.16
H -2.14 2.53 -3.27
H -1.51 1.01 -3.63
H -4.42 2.85 -2.71
H -6.68 1.86 -2.49
H -6.96 -0.60 -2.64
H -4.98 -2.04 -2.89
H -3.36 -2.44 -4.65
H -1.76 -4.30 -4.65
H 0.07 -4.34 -2.97
H 0.37 -2.44 -1.46
F 0.35 2.54 -3.65
C 1.01 1.80 -2.65
F 1.90 1.00 -3.36
C 1.88 2.85 -1.96
F 2.65 3.59 -2.80
F 2.71 2.28 -1.08
F 1.09 3.72 -1.29
*
```

Output
highest occupied orbital energy: -4.3 eV
E: -2066.4572 hartree
energy relative to the best compared isomer or geometry (same formula, charge and spin): 30.0 kJ/mol
orbital gap: 6.2727 eV